[1]
{
  "formula": "C28H42BI2N4O8S",
  "method": "ωB97M-V/def2-TZVPD",
  "homo_energy_ha": -0.412,
  "total_charge": 1,
  "orbital_gap_ev": 8.4,
  "lumo_energy_ev": -2.843,
  "molar_mass_g_mol": 859.4,
  "elements": ["H", "C", "C", "C", "C", "C", "C", "H", "B", "H", "H", "H", "H", "C", "C", "O", "C", "C", "H", "C", "H", "O", "H", "H", "C", "H", "C", "O", "H", "C", "O", "C", "C", "O", "H", "H", "H", "H", "H", "H", "H", "C", "H", "H", "H", "N", "C", "N", "S", "H", "H", "H", "N", "H", "H", "C", "C", "H", "H", "C", "H", "H", "I", "H", "H", "H", "C", "C", "H", "O", "H", "O", "C", "N", "H", "O", "C", "H", "I", "C", "H", "H", "C", "H", "C", "H"],
  "coordinates": [[2.165, -2.546, -3.011], [-0.768, -1.452, -0.917], [-4.061, -2.375, 0.677], [3.490, 0.340, -1.487], [-2.255, -1.475, -0.653], [2.297, -2.258, 0.367], [2.273, -3.604, 0.689], [2.799, -1.372, -5.031], [1.778, 0.037, -4.117], [-1.089, 1.009, 3.345], [2.286, -3.885, 1.730], [-1.991, -2.834, 0.985], [-0.120, 2.041, 2.321], [-0.895, 4.185, -2.348], [-0.622, 0.104, 1.487], [-1.682, 2.915, -0.188], [-2.708, -2.283, 0.390], [-0.532, -1.130, 5.719], [2.191, -5.610, -0.043], [-0.252, 1.007, 2.644], [-4.389, -3.007, 1.490], [2.403, 1.208, -4.398], [-0.244, 0.068, 8.228], [-6.564, -0.360, -1.705], [-0.234, 2.835, -2.665], [0.625, 0.658, 3.186], [1.343, -1.411, 4.502], [2.088, -1.840, 3.677], [-1.499, -0.647, 5.601], [0.549, -0.213, 6.258], [-2.482, 5.197, -0.514], [-5.545, -0.087, -1.968], [-4.986, -1.665, -0.075], [-0.100, 4.735, 0.052], [-0.240, 5.025, -2.566], [0.749, 1.119, 0.448], [3.609, 0.717, -2.493], [-0.498, 0.534, -4.640], [0.514, 2.974, -3.442], [-5.409, 0.988, -1.874], [-0.560, -1.889, -1.894], [2.272, -1.874, -0.965], [2.330, -1.531, 1.159], [0.240, 2.516, -1.740], [-5.415, -0.354, -3.017], [0.432, 0.153, 0.465], [3.722, 1.549, -0.573], [0.738, 0.127, -3.028], [-1.305, 4.396, -0.635], [2.129, -4.923, -2.419], [-2.894, -0.118, -2.200], [1.006, -1.188, 8.112], [2.267, -0.473, -1.342], [-1.255, -0.395, -3.392], [0.420, 0.803, 5.875], [-4.562, -0.854, -1.124], [0.700, -0.204, 7.757], [4.758, 1.818, -0.761], [2.076, 2.995, -0.268], [-1.240, 1.757, -3.027], [-1.791, 1.523, -2.123], [-2.632, 2.886, 0.008], [3.677, 1.198, 1.524], [-0.644, -2.033, 6.323], [-1.968, 2.120, -3.753], [-1.576, 0.439, 1.072], [-0.609, 0.466, -3.556], [0.999, -0.111, -1.760], [1.459, 0.513, 8.065], [-0.006, -1.501, 4.434], [-1.819, 4.331, -2.908], [1.891, -1.112, -4.835], [2.887, 2.774, -0.959], [-0.074, -0.102, -0.870], [-0.762, -0.917, 1.833], [1.721, -0.769, 5.620], [2.201, -2.832, -1.968], [3.525, 3.657, -0.972], [5.227, -0.945, -1.352], [2.183, -4.174, -1.643], [3.056, 1.152, -5.105], [-6.043, -1.744, 0.140], [2.214, -4.564, -0.313], [2.506, 2.649, -1.970], [-3.197, -0.765, -1.391], [-0.275, -2.091, -0.187]],
  "atomic_forces_ev_per_a": [[0.0, 0.1, 0.1], [-0.5, 0.2, -0.2], [0.0, 0.0, -0.1], [0.4, -0.6, 0.4], [-0.1, 0.1, 0.3], [0.1, 0.0, 0.1], [-0.1, -0.1, -0.2], [-0.1, 0.0, -0.5], [-0.1, 0.2, -0.2], [0.0, 0.0, 0.1], [0.0, -0.1, 0.1], [0.0, 0.0, 0.0], [0.2, 0.0, -0.1], [-0.3, -0.2, -0.4], [-0.2, 0.1, -0.2], [-0.2, -0.3, 0.2], [0.0, 0.0, -0.1], [0.0, 0.0, 0.0], [0.0, -0.1, -0.1], [-0.3, 0.0, 0.2], [0.0, 0.0, 0.0], [0.2, -0.2, 0.2], [0.0, 0.0, 0.0], [-0.1, 0.2, 0.1], [-0.3, 0.3, 0.3], [0.1, 0.1, -0.2], [0.0, 0.0, 0.1], [0.0, 0.0, -0.2], [0.0, 0.0, -0.1], [-0.1, 0.0, 0.1], [0.0, -0.1, 0.0], [0.1, -0.4, -0.1], [0.2, 0.0, -0.1], [-0.1, -0.3, 0.0], [0.1, 0.1, 0.0], [0.0, 0.0, -0.1], [-0.2, 0.2, -0.2], [0.2, 0.0, 0.0], [0.1, 0.0, 0.0], [-0.1, 0.1, 0.0], [0.0, 0.1, -0.1], [-0.1, 0.0, 0.5], [0.0, 0.2, 0.0], [0.5, -0.1, -0.1], [0.0, 0.1, -0.1], [-0.2, 0.1, 0.1], [0.1, 0.3, -0.3], [0.1, 0.3, -0.1], [0.3, 0.7, 0.0], [0.0, 0.0, -0.1], [0.1, 0.0, -0.1], [-0.1, 0.0, 0.0], [0.0, 0.6, -0.3], [-0.1, 0.1, 0.0], [0.0, 0.0, 0.0], [0.0, 0.0, 0.1], [0.2, -0.1, 0.0], [0.1, -0.1, 0.1], [-0.2, -0.1, -0.1], [0.0, -0.1, 0.3], [-0.1, 0.0, 0.1], [0.0, 0.0, 0.0], [0.1, -0.2, 0.1], [0.0, 0.0, 0.0], [0.1, -0.1, -0.2], [-0.1, 0.0, 0.0], [-0.1, 0.1, -0.1], [-0.1, -0.2, -0.2], [0.0, 0.0, 0.0], [-0.1, -0.2, 0.2], [0.0, 0.0, 0.0], [0.2, -0.2, 0.7], [0.0, 0.0, 0.1], [0.4, -1.0, 0.1], [0.1, -0.1, 0.0], [0.0, 0.1, 0.0], [0.0, 0.1, -0.2], [0.0, 0.0, 0.1], [-0.1, 0.1, -0.1], [-0.1, -0.3, 0.1], [-0.1, 0.1, -0.1], [0.0, 0.0, 0.0], [0.0, 0.1, 0.3], [-0.1, 0.1, -0.1], [0.0, -0.1, 0.1], [0.2, 0.0, 0.0]]
}

=====

[2]
{
  "formula": "C5H20BaFO5",
  "method": "ωB97M-V/def2-TZVPD",
  "homo_energy_ha": [-0.586, -0.574],
  "spin_multiplicity": 2,
  "total_charge": 2,
  "orbital_gap_ev": [8.2, 3.6],
  "lumo_energy_ev": [-7.769, -12.022],
  "molar_mass_g_mol": 316.5,
  "elements": ["H", "H", "C", "H", "H", "H", "C", "H", "O", "H", "H", "H", "O", "H", "O", "H", "C", "H", "O", "Ba", "H", "H", "H", "H", "H", "H", "H", "F", "H", "C", "C", "O"],
  "coordinates": [[2.357, 1.191, -3.340], [2.455, -0.232, -2.459], [1.572, 3.514, 1.679], [-0.981, -2.701, -3.413], [-1.480, -1.152, -2.903], [2.643, 3.356, 1.551], [-1.453, -2.191, -2.573], [0.740, 0.615, -1.119], [0.937, -0.790, 1.655], [-2.282, -0.517, 0.679], [1.278, 4.534, 1.430], [0.840, -2.652, 0.816], [0.780, 2.562, 1.029], [0.870, 1.681, 1.400], [1.197, 1.242, -1.684], [-3.164, 0.515, 2.536], [1.578, -1.904, 1.107], [1.342, 3.379, 2.736], [-2.978, -0.909, 1.211], [-1.190, 2.902, -1.038], [-0.613, -1.457, -0.999], [2.206, -2.410, 1.839], [0.987, -0.013, -3.418], [-1.757, -0.520, 2.829], [2.259, -1.728, 0.274], [-3.360, -1.130, 3.245], [0.257, -0.541, 1.024], [-0.829, 0.234, -0.133], [-2.455, -2.530, -2.313], [1.718, 0.499, -2.792], [-2.807, -0.515, 2.535], [-0.666, -2.333, -1.388]],
  "atomic_forces_ev_per_a": [[-0.5, 0.1, -0.4], [-0.3, -0.3, 0.4], [0.5, 0.2, 2.0], [-0.3, -0.7, 0.3], [-0.2, 0.3, 0.2], [-0.1, 0.1, -0.3], [0.5, 0.4, 0.2], [-0.1, -0.3, 0.5], [0.0, 0.9, 0.3], [1.4, 0.6, -1.0], [0.0, -0.2, -0.4], [0.0, -0.1, -0.3], [-1.7, -0.1, -2.1], [0.4, -0.3, 0.2], [-1.0, 0.4, -0.3], [-0.1, 0.6, 0.4], [0.6, -1.7, 0.1], [0.4, 0.4, 0.2], [-0.9, -1.0, 0.7], [1.7, -1.4, 0.7], [0.1, 0.5, 0.4], [-0.1, 0.3, 0.3], [-0.2, 0.3, 0.0], [0.5, 0.2, -0.2], [-0.2, 0.5, -0.3], [-0.4, 0.1, -0.5], [-0.2, 0.3, -0.2], [-1.0, 0.8, -0.3], [-0.2, -0.3, -0.5], [1.5, 0.1, -0.2], [0.1, -0.7, 0.3], [-0.2, -0.1, -0.5]]
}